[1]
A molecular structure, C14H17F2N7O2W, computed with wB97M-V/def2-TZVPD.

Summary:
2S+1 ... 3
<S²> ... 2.018
Energy above the lowest of the compared OMol25 structures with the same formula, charge and spin ... 0.0 kcal per mole
Max |F| ... 0.421 eV/Å
Kohn-Sham gap (alpha / beta) ... 7.1696 / 7.4212 eV
Total charge ... +2
HOMO (alpha / beta) ... -14.68 / -14.80 eV

Structure (XYZ):
```
43
Properties=species:S:1:pos:R:3:forces:R:3
W -0.857389 0.060740 0.090189 -0.2283 -0.3533 0.0074
C -3.525557 -0.569728 1.394238 -0.0388 -0.0159 -0.0105
N -2.067637 -0.688713 1.531128 0.1253 0.1036 -0.1468
C -1.467833 -1.313455 2.550215 0.1937 0.0172 0.0431
C -0.091069 -1.386846 2.504186 -0.0257 -0.0159 0.0145
C 0.910817 -1.964079 3.309574 -0.0547 -0.0045 0.0543
C 2.117567 -1.718553 2.684718 0.0009 0.0284 -0.0449
C 1.832448 -0.999458 1.513557 0.0175 -0.0066 0.0367
N 0.517536 -0.787078 1.387477 -0.0092 0.0656 0.0391
C -3.748877 -0.310488 -0.077190 0.0112 0.0757 -0.0607
C -3.107408 0.800415 -0.673869 0.0643 0.2199 0.1830
C -3.206241 1.023085 -2.054666 0.0325 -0.0097 0.0450
C -3.919141 0.139213 -2.845646 0.0349 0.0465 0.0100
C -4.550632 -0.946648 -2.253726 -0.0404 -0.0341 -0.0590
C -4.460167 -1.179623 -0.885778 0.0437 0.0168 0.0794
H -3.902184 0.250440 2.011650 0.0061 -0.0016 -0.0276
H -4.019120 -1.489919 1.708424 0.0100 0.0084 -0.0080
H -2.050779 -1.737869 3.361466 -0.0093 -0.0190 -0.0138
H 0.751393 -2.493833 4.235010 -0.0064 -0.0084 0.0088
H 3.097914 -2.016175 3.015286 0.0084 -0.0082 0.0121
H 2.536591 -0.645617 0.774227 -0.0001 -0.0032 -0.0012
H -2.762271 1.630006 -0.037151 -0.1929 -0.1022 -0.0697
H -2.766617 1.914873 -2.485508 -0.0143 0.0080 -0.0109
H -4.011717 0.304575 -3.909833 0.0071 0.0119 -0.0055
H -5.124750 -1.628134 -2.867623 -0.0024 -0.0026 -0.0052
H -4.955577 -2.038915 -0.452348 -0.0038 -0.0075 0.0085
N 0.439796 0.240804 -1.887737 0.0110 -0.0584 -0.0513
N 1.265941 1.381150 -1.968747 -0.0811 -0.0601 0.0431
C 1.165559 2.277419 -0.975873 -0.0059 0.0807 0.0665
N 1.875274 3.380511 -0.952907 0.0165 -0.0243 -0.0459
N 0.263075 1.894099 -0.050509 0.0420 -0.0229 -0.1047
N -0.038716 2.617920 1.071412 0.0247 -0.0373 -0.0889
O -0.912019 2.023087 1.709550 -0.0195 -0.0185 0.0097
O 0.482981 3.657167 1.347967 -0.0172 0.0058 0.0390
H 1.010521 -0.607759 -1.924605 0.0109 0.0340 0.0050
H -0.197278 0.206426 -2.685676 0.0257 0.0226 0.0041
H 1.868812 1.500737 -2.770696 0.0101 0.0402 0.0221
H 2.526219 3.601348 -1.692064 0.0060 0.0224 0.0156
H 1.774136 4.022673 -0.177165 0.0025 -0.0057 -0.0121
F 0.315106 -2.361534 -1.158719 0.0064 0.0290 -0.0207
C -0.948975 -1.821142 -1.009438 0.0044 -0.1090 0.0200
F -1.417473 -1.632616 -2.295113 0.0193 0.0282 -0.0219
H -1.570643 -2.597027 -0.555471 0.0151 0.0644 0.0421
```
Positions in Å, forces in eV/Å.

These are the Mulliken partial charges, in e, on atoms 1 to 2: W 0.9892; C -0.9003

***

[2]
A molecular structure, C2H9N4 in a non-equilibrium geometry, computed with wB97M-V/def2-TZVPD.

Summary:
Energy above the lowest of the compared OMol25 structures with the same formula, charge and spin ... 79.3 kcal per mole
Max |F| ... 4.048 eV/Å
Kohn-Sham gap ... 10.4592 eV
Total charge ... +1
HOMO ... -13.69 eV

Structure (XYZ):
```
15
Properties=species:S:1:pos:R:3:forces:R:3
C -1.840557 1.271285 -0.725471 -0.9599 -1.2285 1.7187
C 2.287481 -1.076191 0.183333 -0.8276 1.0020 3.5316
N -1.669933 0.261232 -0.183995 -1.0030 1.5002 -1.6323
N -2.286142 2.422747 -1.070835 -1.2762 3.5468 -1.4759
N -0.003787 -1.042590 0.876341 1.8917 -0.5637 1.1998
N 0.989297 -0.495006 -0.036047 -1.0480 0.3446 1.7763
H 0.143064 -2.106110 1.014863 -0.5791 2.1570 -0.0258
H 3.021339 -0.296491 0.174942 0.6629 0.1814 -0.5317
H 2.277544 -1.397871 1.308858 0.2823 0.2362 -2.1117
H 2.445195 -1.877731 -0.442513 0.9303 -1.8729 -1.2707
H -2.662145 2.576836 -2.060751 0.8750 -0.2304 2.1413
H -2.448672 3.208447 -0.340536 0.4836 -2.0595 -1.7991
H -0.976485 -0.612938 0.471762 0.6522 -0.9530 0.1146
H 0.134698 -0.474984 1.770613 -0.1219 -1.5956 -1.0879
H 0.589102 -0.360634 -0.940563 0.0377 -0.4645 -0.5473
```
Positions in Å, forces in eV/Å.

These are the Mulliken partial charges, in e, on atoms 1 to 2: C 0.3119; C -0.8125

***

[3]
3 unconnected molecules or ions with the total composition CH8O2Si2 in a non-equilibrium geometry, computed with wB97M-V/def2-TZVPD.

Summary:
Energy above the lowest of the compared OMol25 structures with the same formula, charge and spin ... 74.7 kcal per mole
Max |F| ... 7.104 eV/Å
Kohn-Sham gap ... 7.8213 eV
HOMO ... -8.37 eV

Structure (XYZ):
```
13
Properties=species:S:1:pos:R:3:forces:R:3
C -0.735491 0.979984 -0.732891 -4.3281 -5.6246 -0.3068
Si -1.776026 0.222558 0.536505 2.7770 2.9425 -1.7110
H -0.340442 1.880497 -0.757376 1.8627 4.3592 0.5515
H -1.040223 0.671790 -1.785301 0.8337 -0.0298 1.2521
H -1.724195 1.042664 1.766821 -0.0492 -0.5103 0.2646
H -2.799537 -0.735983 0.450514 -0.8067 -0.9145 -0.1286
O 1.656824 -1.016101 0.535917 0.8284 0.9533 0.2842
Si 2.197798 0.414925 0.341017 -0.8816 -0.8770 -0.3249
H 2.537493 1.462608 1.303464 -0.2412 -0.1191 0.6640
H 2.681676 0.986280 -0.901443 0.0790 -0.1632 -0.6329
O -0.591283 -2.169696 -0.387945 -0.6377 -1.1508 2.5338
H -0.029112 -2.184668 0.432285 -0.6927 -0.5440 -0.6553
H -0.037486 -1.554855 -0.801571 1.2565 1.6784 -1.7907
```
Positions in Å, forces in eV/Å.

These are the Mulliken partial charges, in e, on atoms 1 to 2: C -1.1426; Si 0.4998

***

[4]
2 unconnected molecules or ions with the total composition C4H12, computed with wB97M-V/def2-TZVPD.

Summary:
2S+1 ... 2
<S²> ... 0.753
Energy above the lowest of the compared OMol25 structures with the same formula, charge and spin ... 10.1 kcal per mole
Max |F| ... 0.902 eV/Å
Kohn-Sham gap (alpha / beta) ... 11.0081 / 3.4017 eV
Total charge ... +1
HOMO (alpha / beta) ... -14.71 / -14.71 eV

Structure (XYZ):
```
16
Properties=species:S:1:pos:R:3:forces:R:3
C -1.804286 1.727261 1.508448 -0.6473 -0.3369 -0.0075
C -2.036970 0.302474 1.539504 0.7223 0.4265 -0.3328
H -1.252724 2.120767 2.411482 0.1979 0.1359 -0.1341
H -1.039300 2.018297 0.744035 0.3077 -0.2261 0.2450
H -2.714591 2.281426 1.421345 -0.4817 0.5598 0.1187
H -1.787316 -0.241474 0.553568 0.3214 -0.2983 0.0821
H -1.130489 -0.179230 2.003196 -0.0664 -0.3400 -0.2464
H -3.031713 -0.080255 1.718278 -0.3167 0.0632 0.2485
C 2.362955 -0.541657 -1.166655 -0.5725 0.3973 0.2206
C 1.375362 -1.476650 -1.864846 -0.0106 0.8560 0.0093
H 2.792517 -0.924490 -0.240786 0.0773 -0.2351 -0.1702
H 3.145449 -0.236944 -1.841746 0.4726 -0.1072 -0.1606
H 1.864401 0.398071 -0.902602 -0.0722 -0.0225 0.0631
H 0.936600 -0.936510 -2.707738 0.0843 -0.1601 -0.1109
H 0.532131 -1.718130 -1.215507 0.1139 -0.4028 0.0805
H 1.868036 -2.359278 -2.250967 -0.1299 -0.3097 0.0947
```
Positions in Å, forces in eV/Å.

These are the Mulliken partial charges, in e, on atoms 1 to 2: C -0.6117; C -0.4651

***

[5]
2 unconnected molecules or ions with the total composition C2H7PS2 in a non-equilibrium geometry, computed with wB97M-V/def2-TZVPD.

Summary:
Energy above the lowest of the compared OMol25 structures with the same formula, charge and spin ... 57.1 kcal per mole
Max |F| ... 2.889 eV/Å
Kohn-Sham gap (alpha / beta) ... 6.9991 / 7.0005 eV
HOMO (alpha / beta) ... -8.22 / -8.22 eV

Structure (XYZ):
```
12
Properties=species:S:1:pos:R:3:forces:R:3
C -2.872810 -0.057225 -0.100626 -2.0136 1.6106 -1.0454
C 3.200276 0.424330 0.769402 -1.8014 0.8077 -0.4107
P 0.638935 -0.118751 -0.912582 -1.8675 -0.4266 1.0370
S -1.743114 -1.309026 0.183207 2.7925 -0.7399 -0.0069
S 2.373516 -0.992456 -0.098973 0.2263 -0.2422 -0.3103
H -3.910668 -0.289231 -0.352552 -0.0240 -1.2994 0.1598
H -2.662471 0.459315 -1.007847 0.6719 0.6856 -0.8384
H -3.054765 0.693514 0.629207 0.5868 0.6290 1.1431
H 3.569741 0.163830 1.740352 0.3030 -0.7460 0.3020
H 2.325663 1.051108 0.987272 0.4511 0.3622 -0.0317
H 3.947479 1.014772 0.225640 -0.3049 -0.5868 -0.2538
H 0.140071 -1.060593 -1.870229 0.9797 -0.0543 0.2553
```
Positions in Å, forces in eV/Å.

These are the Mulliken partial charges, in e, on atoms 1 to 2: C -0.8607; C -0.7578

***

What is the formula in the third record? CH8O2Si2

***

Which of these has the lowest max |F|? C14H17F2N7O2W

***

Which value of energy above the lowest of the compared OMol25 structures with the same formula, charge and spin does entry 1 give? 0.0 kcal per mole